# C20H30BiClO2

A molecular structure, C20H30BiClO2 at a distorted geometry (wB97M-V/def2-TZVPD, OMol25).

Atoms and positions in Å:
O  0.672377  0.256730  -7.059003
C  0.591637  1.509973  -7.803060
C  0.430549  0.772091  -9.131028
H  1.488735  2.127878  -7.716511
H  -0.290068  2.052572  -7.467908
C  0.543737  -0.507484  -8.292425
H  1.222735  0.902128  -9.865782
H  -0.551297  0.917343  -9.576410
C  1.814386  -1.332230  -8.415209
H  2.717151  -0.726311  -8.235107
H  1.876620  -1.843450  -9.382701
H  1.775712  -2.119450  -7.649095
C  -0.687628  -1.386133  -8.277702
H  -1.599281  -0.835997  -8.026371
H  -0.553981  -2.208748  -7.569175
H  -0.815632  -1.840361  -9.264885
Bi  -0.059190  0.120228  -0.913348
C  -2.253201  -0.617145  1.182013
C  -1.682243  0.683106  1.124797
C  -2.119103  1.300152  -0.130220
H  -1.191872  1.224001  1.931933
C  -2.924677  0.317178  -0.826357
C  -2.981479  -0.849230  -0.022818
H  -3.546379  -1.759113  -0.257866
H  -2.208753  -1.288642  2.045666
H  -1.998319  2.353416  -0.393507
H  -3.468271  0.517215  -1.752362
C  1.276638  -1.876102  1.518651
C  0.621261  -2.819263  0.675068
C  1.115637  -2.662580  -0.646788
H  -0.072976  -3.591129  1.014609
C  2.125438  -1.638459  -0.615143
C  2.207452  -1.149652  0.734682
H  2.903836  -0.395100  1.094515
H  1.148706  -1.780968  2.599356
H  0.851972  -3.258423  -1.517643
H  2.806323  -1.380221  -1.426799
O  1.392339  1.245954  -4.870208
C  0.139053  0.540397  -4.564840
C  -0.991376  1.587605  -4.506848
H  0.212731  0.008794  -3.571239
H  -0.061757  -0.197417  -5.352815
C  -0.247873  2.933634  -4.555574
H  -1.539353  1.501211  -3.565425
H  -1.698382  1.469909  -5.331470
C  1.180449  2.501286  -4.149834
H  -0.710117  3.713069  -3.930116
H  -0.250978  3.298102  -5.593785
H  1.140533  2.337940  -3.030367
H  1.967776  3.251278  -4.344382
Cl  0.695865  3.229816  -0.287163
C  1.295782  1.629807  0.066912
H  1.252699  1.455883  1.146100
H  2.297558  1.469010  -0.333710

Cartesian forces, eV/Å:
O -0.038 0.462 -1.520
C 0.065 -0.402 0.306
C -0.048 -0.085 0.037
H -0.056 -0.108 0.237
H 0.027 0.286 -0.116
C 0.318 -0.289 0.353
H -0.064 0.120 0.006
H 0.073 -0.063 -0.206
C 0.029 -0.298 -0.133
H -0.405 -0.154 -0.200
H 0.069 0.170 0.037
H 0.125 0.223 -0.093
C 0.009 -0.292 -0.136
H 0.171 0.035 -0.024
H -0.094 0.121 0.052
H -0.065 0.049 0.023
Bi 0.385 -1.272 1.651
C 0.068 -0.069 -0.763
C -0.353 0.320 -1.119
C -0.321 -0.675 0.274
H 0.008 -0.279 -0.256
C -0.081 0.264 1.083
C -0.207 0.590 -0.043
H 0.413 0.465 0.093
H 0.202 0.228 -0.564
H -0.077 -0.446 0.118
H 0.333 -0.248 0.276
C 0.391 0.085 -0.508
C 0.327 0.169 -0.537
C 0.225 -0.041 0.863
H 0.097 0.419 -0.220
C -0.744 0.365 0.106
C -0.535 -0.521 0.073
H -0.151 -0.242 -0.066
H -0.031 0.015 -0.428
H 0.049 0.115 0.233
H -0.205 -0.064 0.180
O -1.696 0.862 1.782
C 0.348 -0.322 0.161
C 0.251 0.183 0.194
H 0.306 0.418 -0.751
H 0.405 0.287 0.762
C 0.230 -0.016 -0.455
H -0.132 -0.064 -0.065
H 0.069 -0.002 0.112
C -0.465 -0.117 0.323
H 0.347 -0.320 -0.053
H 0.169 0.032 0.337
H 0.346 -0.099 -0.811
H -0.259 -0.645 -0.197
Cl -0.059 1.227 -0.177
C 0.159 -0.612 -0.084
H 0.130 -0.056 -0.343
H -0.057 0.293 0.199

Output
E_HOMO: -0.267 Eh
multiplicity: 1
F_max: 0.0507 hartree/bohr
ΔE to the lowest compared entry with this formula, charge and spin: 0.234 eV

Here are the Löwdin charges for atoms 1 to 2, given in e: -0.1637 -0.1342

---

# C20H30Cl3HgN6Si

A molecular structure, C20H30Cl3HgN6Si at a distorted geometry (wB97M-V/def2-TZVPD, OMol25).

Atoms and positions in Å:
Hg  -0.040494  1.720861  2.677128
C  2.323663  2.687925  -0.100421
N  2.941267  1.897861  -1.141679
C  3.400384  2.637553  -2.326031
C  2.623065  0.558849  -1.202577
N  1.548576  0.159473  -0.543967
C  1.301676  -1.018841  0.108004
C  2.181886  -1.619145  1.041975
C  1.977146  -2.962659  1.442027
C  0.965423  -3.727464  0.887820
C  0.111368  -3.175677  -0.066195
C  -0.740332  -3.913668  -0.936612
C  -1.796302  -3.307150  -1.631772
C  -2.073496  -1.962922  -1.389506
C  -1.195820  -1.143198  -0.606357
N  -1.513074  0.063527  -0.120507
C  -2.749092  0.455159  0.185820
N  -3.098801  1.770867  -0.034581
C  -2.345120  2.496750  -1.046916
C  -3.947713  2.549328  0.882284
N  -3.619545  -0.374885  0.834608
C  -3.077567  -1.318719  1.806858
C  -5.047386  -0.146642  0.936929
C  0.073527  -1.740951  -0.177845
N  3.352260  -0.284676  -2.031949
C  2.662074  -1.384620  -2.665445
C  4.777744  -0.183252  -2.127287
H  2.914023  3.610976  0.092793
H  2.322441  2.106806  0.840645
H  1.296286  2.929736  -0.317796
H  2.616149  2.986897  -2.944857
H  4.029629  1.975177  -2.910438
H  4.012198  3.523995  -2.018662
H  2.999084  -1.012810  1.423607
H  2.691817  -3.421102  2.154761
H  0.795768  -4.740673  1.269896
H  -0.621718  -5.014569  -0.937102
H  -2.396779  -3.941961  -2.286225
H  -2.974072  -1.483587  -1.771247
H  -1.623507  1.765655  -1.470904
H  -1.773669  3.319201  -0.603981
H  -3.017819  2.840791  -1.840469
H  -3.913075  2.110603  1.888544
H  -4.961692  2.636798  0.531560
H  -3.575360  3.569584  0.950739
H  -1.998116  -1.192706  1.878411
H  -3.342171  -2.328607  1.527524
H  -3.464813  -1.098156  2.826084
H  -5.433964  0.374160  0.060480
H  -5.381476  0.429396  1.823769
H  -5.522661  -1.127484  0.969676
H  1.584893  -1.216357  -2.670023
H  2.823302  -2.311532  -2.094701
H  3.043815  -1.529881  -3.668902
H  5.137891  0.514753  -1.350411
H  5.105454  0.081755  -3.125359
H  5.264070  -1.195358  -1.908896
Cl  2.344546  0.586299  5.068619
Si  0.921523  1.983201  4.756057
Cl  1.709326  3.793490  5.089970
Cl  -0.606635  1.741837  6.113042

Cartesian forces, eV/Å:
Hg -1.219 -0.267 -2.511
C 0.714 -0.021 0.974
N 0.568 0.088 -0.513
C 1.442 -0.249 1.201
C -1.936 -1.154 0.945
N 1.085 1.489 0.012
C 0.100 -1.063 0.414
C -0.537 0.318 -0.949
C 0.026 -0.082 0.283
C 1.444 -0.527 1.001
C -1.120 1.480 -0.971
C -1.012 -0.647 0.310
C 1.407 -0.898 0.746
C 0.560 1.441 0.571
C 0.130 -2.757 -0.449
N -1.550 2.066 -0.162
C 1.679 0.033 -0.137
N -0.104 -0.414 0.209
C 0.348 -0.758 -0.277
C 0.793 -0.413 0.012
N -0.127 0.580 0.690
C -0.050 0.491 0.504
C -0.294 0.053 -0.053
C -0.208 -0.185 -0.584
N -0.736 1.150 0.469
C 0.135 -0.649 0.780
C 0.848 -1.402 0.870
H -0.344 -0.532 -0.359
H -0.004 0.226 -0.475
H -0.505 0.224 -0.166
H -1.136 0.344 -0.581
H 0.046 0.159 -0.161
H -0.465 -0.801 -0.116
H 0.136 -0.268 -0.166
H -0.684 0.379 -0.360
H 0.261 0.192 -0.581
H -0.119 0.746 -0.145
H -0.012 0.405 0.171
H 0.101 -0.194 0.023
H -0.431 0.677 0.198
H -0.172 0.004 -0.085
H 0.123 0.232 0.154
H -0.115 0.138 -0.331
H -0.564 -0.150 -0.076
H 0.308 -0.016 -0.006
H -0.067 -0.233 -0.244
H 0.102 -0.385 0.012
H -0.097 -0.104 -0.571
H 0.185 -0.058 -0.049
H 0.344 -0.337 -0.220
H -0.115 0.007 0.034
H 0.142 0.165 -0.135
H -0.023 0.000 -0.174
H 0.022 0.041 -0.294
H -0.040 -0.205 -0.629
H 0.219 0.349 -0.254
H -0.652 1.126 -0.139
Cl 0.625 -0.571 0.367
Si 0.096 -0.266 1.372
Cl 0.535 1.088 0.280
Cl -0.089 -0.087 0.320

Output
expectation value of S²: 0.755
E_HOMO (alpha / beta): -0.231 / -0.231 Eh
multiplicity: 2
F_max: 0.0545 hartree/bohr
ΔE to the lowest compared entry with this formula, charge and spin: 0.609 eV

Here are the Löwdin charges for atoms 1 to 2, given in e: 0.6820 -0.0921

---

# C20H30ClIrN3O5PS2

A molecular structure, C20H30ClIrN3O5PS2 (wB97M-V/def2-TZVPD, OMol25).

Atoms and positions in Å:
Ir  -0.569648  -1.471838  0.395871
C  -2.274098  -2.366627  4.586048
C  -1.640922  -2.455888  3.221357
S  -1.815248  -1.042214  2.213663
C  -0.967544  -3.527836  2.774977
C  -0.733241  -4.771860  3.587570
S  -0.259523  -3.542417  1.180738
H  -2.781899  -1.410641  4.712650
H  -1.530439  -2.455907  5.381270
H  -3.012981  -3.156320  4.733290
H  -1.491386  -4.886614  4.361382
H  0.244970  -4.747922  4.075685
H  -0.758313  -5.660857  2.956234
O  1.079359  -2.346916  -3.642083
Cl  1.254031  -1.831392  -2.331221
O  2.255399  -2.541570  -1.596707
O  -0.057191  -2.045424  -1.635415
O  1.509856  -0.416871  -2.340931
C  3.437769  1.519966  1.668463
N  2.220741  1.683607  2.463659
C  2.385443  0.967271  3.730136
N  2.743058  -0.442215  3.575398
C  3.947270  -0.531504  2.751657
N  3.820587  0.126861  1.454183
C  2.880229  -0.576161  0.576005
P  1.202835  -0.581281  1.333265
C  1.045688  1.205712  1.733293
C  1.645359  -1.220752  2.998894
H  4.253542  2.017648  2.196479
H  3.301280  2.007066  0.701512
H  1.460562  1.041570  4.304363
H  3.184370  1.456708  4.290387
H  4.199977  -1.581577  2.597958
H  4.763582  -0.052471  3.295894
H  3.207255  -1.603646  0.419739
H  2.843327  -0.096911  -0.403449
H  0.143763  1.346904  2.332310
H  0.923215  1.773819  0.808277
H  1.936076  -2.269077  2.909400
H  0.767324  -1.174577  3.642708
C  -2.295436  4.111847  -5.917609
C  -2.147624  3.131348  -4.790241
C  -1.334108  3.413973  -3.700793
C  -1.162246  2.510869  -2.662949
C  -0.218974  2.857213  -1.545829
C  -1.848833  1.280970  -2.722469
C  -1.706727  0.269550  -1.695563
O  -1.065087  0.393851  -0.650356
C  -2.670531  0.969359  -3.828285
C  -3.391931  -0.348963  -3.963771
C  -2.805848  1.905114  -4.837065
H  -1.905251  5.091578  -5.647369
H  -3.341296  4.221933  -6.205754
H  -1.750253  3.762481  -6.796685
H  -0.808431  4.361042  -3.662547
H  0.187425  3.856489  -1.694538
H  0.606289  2.141888  -1.524666
H  -0.705628  2.812636  -0.572255
H  -2.219598  -0.681310  -1.877235
H  -4.088310  -0.528186  -3.143449
H  -3.964498  -0.360296  -4.888908
H  -2.691699  -1.185511  -3.997970
H  -3.435839  1.674276  -5.688600

Cartesian forces, eV/Å:
Ir 0.061 -0.037 -0.136
C 0.001 0.027 0.010
C -0.006 0.054 0.054
S -0.027 -0.032 -0.099
C 0.081 -0.087 -0.023
C -0.022 0.006 0.019
S -0.093 0.117 -0.043
H 0.003 -0.010 -0.006
H 0.006 0.000 -0.006
H -0.002 -0.005 -0.004
H 0.001 -0.005 0.007
H -0.007 0.015 -0.008
H 0.002 0.017 -0.014
O 0.051 0.075 -0.050
Cl 0.184 -0.173 -0.011
O -0.066 0.177 -0.129
O -0.306 -0.036 0.323
O 0.029 -0.037 0.043
C 0.010 -0.021 0.000
N -0.006 -0.011 0.019
C 0.006 -0.007 -0.026
N -0.021 0.026 0.004
C 0.013 0.016 -0.020
N -0.029 0.011 0.045
C 0.045 0.018 -0.039
P 0.063 0.070 -0.029
C -0.021 0.026 -0.041
C 0.017 -0.020 -0.023
H 0.006 -0.004 0.004
H -0.001 -0.003 -0.006
H -0.006 -0.002 0.000
H 0.004 0.001 0.001
H -0.002 -0.003 -0.005
H 0.005 0.003 0.002
H -0.005 0.009 -0.009
H -0.003 -0.029 0.045
H -0.005 0.009 0.008
H 0.007 -0.038 0.033
H 0.000 -0.003 -0.006
H -0.033 0.003 0.030
C -0.007 0.004 0.001
C -0.009 -0.019 -0.003
C -0.001 -0.006 0.019
C 0.060 0.004 0.049
C 0.004 0.021 -0.036
C 0.038 -0.045 0.061
C -0.169 -0.010 -0.161
O 0.122 -0.145 0.222
C -0.033 0.021 -0.024
C 0.011 -0.010 -0.002
C -0.008 0.014 -0.005
H 0.000 -0.002 0.003
H 0.003 -0.003 0.003
H 0.002 -0.003 0.002
H -0.003 -0.002 -0.002
H -0.007 0.004 -0.018
H -0.006 -0.017 0.009
H -0.023 0.024 -0.023
H 0.073 0.037 -0.016
H 0.010 0.016 0.006
H 0.001 -0.001 -0.001
H 0.000 -0.001 0.003
H 0.004 0.005 0.000

Output
E_HOMO: -0.272 Eh
multiplicity: 1
F_max: 0.0087 hartree/bohr
ΔE to the lowest compared entry with this formula, charge and spin: 0.040 eV

Here are the Löwdin charges for atoms 1 to 2, given in e: 0.6244 -0.1258

---

# C20H30ClN3O5S

2 unconnected molecules or ions with the total composition C20H30ClN3O5S at a distorted geometry (wB97M-V/def2-TZVPD, OMol25).

Atoms and positions in Å:
C  4.461211  -4.821980  1.634791
C  4.964179  -3.693524  0.701423
C  6.421361  -3.969318  0.368166
C  4.719325  -2.322164  1.384814
C  5.743950  -1.207181  1.109925
C  3.373976  -1.758914  0.935683
O  2.326402  -2.712892  1.111924
C  1.163738  -2.366620  0.526798
O  1.175924  -2.605060  -0.929451
S  0.780724  -4.127547  -1.155362
O  0.263147  -4.265917  -2.464591
O  1.733922  -5.033381  -0.633639
O  -0.450735  -4.025630  -0.076371
C  -0.076579  -3.220837  0.988412
N  -1.235321  -2.427659  1.320350
Cl  0.351917  -4.111073  2.462409
H  4.853625  -4.663540  2.639291
H  4.875948  -5.769722  1.299086
H  3.380504  -4.884099  1.666979
H  4.338905  -3.760973  -0.190109
H  6.526270  -4.945324  -0.095071
H  6.796584  -3.254258  -0.365291
H  7.053359  -3.884939  1.249074
H  4.634922  -2.468084  2.460809
H  6.026316  -0.722621  2.041803
H  5.321392  -0.424463  0.478286
H  6.652319  -1.552943  0.635824
H  3.463464  -1.496846  -0.123307
H  3.133604  -0.837173  1.476988
H  1.000165  -1.291516  0.618817
H  -1.011107  -1.809834  2.088651
H  -1.482037  -1.872149  0.509867
C  -3.933717  -1.531499  -1.039345
N  -3.826373  -0.048940  -1.000037
C  -4.945572  0.670296  -0.820560
C  -4.901904  2.043299  -0.762350
C  -3.680431  2.700063  -0.885799
C  -2.537126  1.931100  -1.082906
C  -2.638677  0.558303  -1.138631
C  -3.594644  4.182515  -0.802599
C  -2.779228  4.795676  0.143043
C  -2.695121  6.170032  0.184182
N  -3.386584  6.926466  -0.680441
C  -4.191944  6.360414  -1.593987
C  -4.316999  4.993824  -1.674646
C  -3.262290  8.406732  -0.652429
H  -4.619614  -1.794250  -1.840245
H  -4.302405  -1.881510  -0.078303
H  -2.960122  -1.964552  -1.242365
H  -5.869115  0.117040  -0.722207
H  -5.823244  2.587590  -0.607626
H  -1.565476  2.387822  -1.210686
H  -1.777609  -0.073714  -1.304346
H  -2.212488  4.217580  0.859419
H  -2.075367  6.685509  0.903002
H  -4.722617  7.029691  -2.256579
H  -4.965541  4.573876  -2.431041
H  -4.250204  8.836907  -0.512354
H  -2.832401  8.734245  -1.595409
H  -2.614560  8.693667  0.168265

Cartesian forces, eV/Å:
C 0.501 0.219 -0.210
C -0.254 -0.531 0.902
C -0.103 0.538 -0.590
C -0.485 0.181 -0.404
C -0.135 0.177 0.315
C 0.553 0.229 -0.332
O -0.383 -0.134 0.132
C 0.506 -0.114 -0.397
O 0.386 0.043 0.179
S -0.206 -0.382 -0.020
O -0.241 0.231 0.354
O -0.009 0.354 -0.074
O 0.112 -0.492 -0.659
C 0.087 0.572 1.139
N 0.032 0.036 -0.279
Cl -0.111 -0.234 -0.174
H -0.065 0.016 0.135
H -0.202 -0.172 -0.091
H -0.126 -0.019 0.070
H 0.192 0.139 -0.315
H 0.051 -0.210 0.179
H 0.080 -0.030 -0.029
H 0.074 -0.196 0.131
H 0.210 -0.175 0.110
H 0.079 0.051 0.049
H 0.032 0.019 -0.159
H 0.066 -0.062 -0.007
H -0.123 -0.117 -0.102
H -0.119 -0.028 0.166
H -0.355 0.082 -0.070
H -0.065 -0.002 0.192
H 0.035 0.096 -0.047
C -0.054 0.039 -0.084
N 0.067 -0.096 0.012
C -0.035 0.036 0.018
C -0.064 0.111 -0.037
C 0.015 -0.136 0.031
C 0.027 0.102 0.044
C -0.006 0.024 -0.026
C 0.042 0.124 -0.020
C 0.038 -0.097 -0.014
C 0.003 -0.036 -0.004
N 0.042 0.083 0.058
C -0.019 -0.025 -0.030
C -0.080 -0.097 -0.023
C -0.033 -0.052 -0.020
H -0.022 -0.080 0.027
H 0.003 -0.022 -0.003
H 0.039 0.020 -0.027
H 0.014 -0.041 0.007
H -0.010 -0.004 0.012
H 0.013 -0.011 0.006
H -0.022 -0.050 -0.018
H 0.015 0.007 0.007
H -0.003 0.048 -0.011
H 0.015 0.034 0.006
H 0.000 0.004 -0.012
H -0.003 0.017 -0.006
H -0.006 0.025 -0.005
H 0.007 -0.012 0.020

Output
E_HOMO: -0.510 Eh
multiplicity: 1
F_max: 0.0248 hartree/bohr
net charge: +2

Here are the Löwdin charges for atoms 1 to 2, given in e: -0.0580 -0.3683